# 1
{
  "formula": "C19H26N4OSSeV",
  "method": "ωB97M-V/def2-TZVPD",
  "gap_ev": [6.31, 5.56],
  "lumo_energy_ev": [0.268, 0.269],
  "energy_ev": -129999.5761,
  "homo_ev": [-6.04, -5.29],
  "spin_multiplicity": 2,
  "symbols": ["V", "C", "N", "C", "C", "C", "C", "C", "C", "C", "N", "C", "C", "C", "C", "C", "C", "N", "C", "C", "H", "H", "H", "H", "H", "H", "H", "H", "H", "H", "H", "H", "H", "H", "H", "H", "H", "H", "H", "H", "C", "S", "C", "O", "H", "H", "H", "H", "H", "H", "Se", "C", "N"],
  "coordinates": [[-0.1273, 0.0392, -0.5454], [-2.5649, -1.4015, -1.9648], [-1.8280, -1.4490, -0.6851], [-1.0976, -2.7029, -0.5388], [-2.6756, -0.9645, 0.3817], [-3.4926, -1.7465, 1.1713], [-4.3136, -1.1466, 2.1231], [-4.3103, 0.2356, 2.2422], [-3.5015, 1.0342, 1.4407], [-2.6638, 0.4488, 0.4896], [-1.7293, 1.0717, -0.3272], [-1.6476, 2.4321, -0.6027], [-2.7320, 3.3122, -0.6960], [-2.5339, 4.6469, -1.0132], [-1.2568, 5.1402, -1.2494], [-0.1741, 4.2752, -1.1742], [-0.3628, 2.9394, -0.8632], [0.7709, 2.0052, -0.7384], [1.5913, 2.3952, 0.4288], [1.6091, 2.0302, -1.9624], [-3.3884, -2.1238, -1.9509], [-1.8913, -1.6177, -2.7896], [-2.9630, -0.3996, -2.0974], [-1.7052, -3.5864, -0.7573], [-0.7447, -2.7678, 0.4955], [0.2378, -3.4368, -2.0543], [-3.4896, -2.8248, 1.0519], [-4.9504, -1.7522, 2.7543], [-4.9446, 0.7076, 2.9831], [-3.4934, 2.1065, 1.5816], [-3.7325, 2.9298, -0.5427], [-3.3883, 5.3088, -1.0860], [-1.1042, 6.1834, -1.4941], [0.8244, 4.6543, -1.3599], [2.0659, 3.3669, 0.2604], [2.3566, 1.6437, 0.6004], [0.9573, 2.4563, 1.3099], [2.0536, 3.0186, -2.1133], [1.0122, 1.7633, -2.8301], [2.3983, 1.2864, -1.8769], [4.2562, -0.5398, 0.4752], [2.8382, -1.5938, 0.1934], [3.0776, -2.6744, 1.6077], [1.6459, -0.7425, 0.6009], [4.1612, -0.0761, 1.4576], [4.2672, 0.2128, -0.3119], [5.1571, -1.1503, 0.4071], [4.1263, -2.9576, 1.6925], [2.4647, -3.5613, 1.4559], [2.7462, -2.1237, 2.4882], [1.6857, -1.3690, -3.2283], [0.4827, -1.3910, -1.8241], [-0.0021, -2.6259, -1.4981]]
}

# 2
{
  "formula": "C19H26N5S",
  "method": "ωB97M-V/def2-TZVPD",
  "gap_ev": 4.25,
  "lumo_energy_ev": -5.531,
  "energy_ev": -38401.9744,
  "charge": 1,
  "homo_ev": -9.78,
  "symbols": ["S", "C", "C", "C", "C", "C", "C", "C", "N", "N", "H", "H", "H", "H", "H", "H", "H", "H", "H", "H", "H", "N", "C", "C", "C", "C", "H", "H", "H", "H", "H", "N", "C", "C", "C", "C", "H", "H", "H", "H", "H", "N", "C", "C", "C", "C", "H", "H", "H", "H", "H"],
  "coordinates": [[3.1873, -0.6713, 1.6460], [3.7095, -0.8287, -0.0905], [3.3018, -2.2155, -0.6234], [2.1877, -2.1483, -1.6658], [0.8678, -1.8416, -1.0056], [0.0419, -0.8012, -1.4733], [-1.1483, -0.5641, -0.8200], [-1.4356, -1.3718, 0.2703], [-0.6058, -2.3275, 0.6182], [0.5402, -2.6012, 0.0110], [2.9471, 0.6400, 1.7530], [4.7883, -0.7637, -0.1207], [3.2965, -0.0145, -0.6737], [4.1672, -2.7007, -1.0580], [2.9998, -2.8275, 0.2197], [2.0901, -3.0799, -2.2151], [2.4249, -1.3649, -2.3760], [0.3293, -0.2100, -2.3255], [-1.8325, 0.2041, -1.1345], [-2.3326, -1.2434, 0.8524], [-0.8201, -2.9190, 1.4117], [-0.0017, 2.4377, 1.2452], [0.2342, 1.9968, 2.5253], [0.2201, 3.0877, 3.3494], [-0.0398, 4.2296, 2.5413], [-0.1726, 3.7989, 1.2504], [-0.0319, 1.8588, 0.4306], [0.4006, 0.9536, 2.7371], [0.3790, 3.0739, 4.4141], [-0.1164, 5.2501, 2.8741], [-0.3693, 4.3401, 0.3408], [0.7379, -5.1038, -4.1214], [-0.1485, -5.6075, -5.0386], [0.5689, -6.3019, -5.9716], [1.9406, -6.2183, -5.6056], [2.0146, -5.4755, -4.4609], [0.4873, -4.5541, -3.3241], [-1.2060, -5.4304, -4.9469], [0.1586, -6.8172, -6.8229], [2.7751, -6.6581, -6.1241], [2.8595, -5.1846, -3.8599], [-3.2649, 4.7742, 3.3275], [-3.0534, 6.1182, 3.1757], [-4.0750, 6.7789, 3.8026], [-4.9382, 5.7957, 4.3566], [-4.4125, 4.5711, 4.0454], [-2.6662, 4.0538, 2.9677], [-2.1989, 6.4896, 2.6380], [-4.1911, 7.8478, 3.8603], [-5.8399, 5.9692, 4.9186], [-4.7547, 3.5767, 4.2750]]
}

# 3
{
  "formula": "C19H26N6O2S",
  "method": "ωB97M-V/def2-TZVPD",
  "gap_ev": 7.48,
  "lumo_energy_ev": 0.193,
  "energy_ev": -43977.0217,
  "smiles": "CC(C)Cc1nnc(NC(=O)CCC(=O)N2CCN(c3ccccn3)CC2)s1",
  "homo_ev": -7.28,
  "symbols": ["C", "C", "C", "C", "C", "N", "N", "C", "N", "C", "O", "C", "C", "C", "O", "N", "C", "C", "N", "C", "C", "C", "C", "C", "N", "C", "C", "S", "H", "H", "H", "H", "H", "H", "H", "H", "H", "H", "H", "H", "H", "H", "H", "H", "H", "H", "H", "H", "H", "H", "H", "H", "H", "H"],
  "coordinates": [[-2.9344, 7.0920, -0.6454], [-1.6377, 7.4631, -1.5182], [-1.6807, 8.7811, -2.3689], [-1.2403, 6.3605, -2.5130], [-1.1025, 4.9254, -1.7790], [0.1230, 4.6676, -1.2913], [0.4428, 3.6679, -0.7816], [-0.8703, 2.8939, -0.7897], [-0.8902, 1.5921, -0.4612], [-1.9907, 0.8690, -0.4031], [-2.8471, 1.4293, -1.1230], [-1.9977, -0.5068, 0.1300], [-1.2329, -0.7535, 1.2588], [0.1585, -1.0398, 1.2065], [0.8628, -0.0056, 0.9448], [0.6197, -2.2308, 1.0425], [-0.2593, -3.5294, 0.7492], [0.3155, -4.2836, 2.0958], [1.9463, -4.5519, 2.0270], [2.2686, -5.5906, 1.2759], [3.6470, -5.9655, 0.8957], [3.9711, -7.1401, 0.2389], [2.7542, -8.0072, -0.0109], [1.5619, -7.6914, 0.2225], [1.1405, -6.5299, 0.8897], [2.5388, -3.4016, 1.9102], [2.0359, -2.5317, 0.8999], [-2.1017, 3.6759, -1.7932], [-3.2242, 7.9563, -0.0487], [-3.8835, 6.9991, -1.4601], [-2.7148, 6.2132, -0.0820], [-0.8317, 7.4265, -0.8492], [-0.8352, 9.0092, -2.6729], [-2.5037, 8.6501, -2.7556], [-2.1039, 9.4700, -1.6094], [-2.1510, 6.1481, -3.2351], [-0.5154, 6.7809, -3.1911], [-0.1123, 1.1095, 0.2312], [-3.2438, -0.6952, 0.1424], [-1.7327, -1.2018, -0.6071], [-1.2108, 0.3931, 1.9413], [-1.7712, -1.5270, 1.8270], [-0.0310, -3.9232, 0.0192], [-0.9858, -3.1733, 1.1181], [0.3875, -3.5572, 3.0224], [0.0459, -5.1026, 2.2028], [4.1762, -5.2997, 1.1718], [4.8470, -7.4218, -0.1683], [2.9600, -8.9228, -0.2550], [0.6330, -8.3025, 0.1722], [2.5633, -2.5910, 2.8615], [3.6587, -3.5944, 1.5763], [2.2631, -3.0401, -0.2655], [2.7153, -1.4616, 0.6043]]
}

# 4
{
  "formula": "C19H26NO5P",
  "method": "ωB97M-V/def2-TZVPD",
  "gap_ev": 7.74,
  "lumo_energy_ev": 0.435,
  "energy_ev": -41124.2589,
  "smiles": "CCOP(=O)(OCC)[C@@H](Nc1ccccc1)c1cc(OC)ccc1OC",
  "homo_ev": -7.30,
  "symbols": ["C", "C", "O", "P", "O", "O", "C", "C", "C", "N", "C", "C", "C", "C", "C", "C", "C", "C", "C", "O", "C", "C", "C", "C", "O", "C", "H", "H", "H", "H", "H", "H", "H", "H", "H", "H", "H", "H", "H", "H", "H", "H", "H", "H", "H", "H", "H", "H", "H", "H", "H", "H"],
  "coordinates": [[-0.7174, -0.5878, -3.2829], [-1.4267, 0.5623, -2.8172], [-1.6056, 0.3693, -1.5509], [-0.4672, 1.1650, -0.5111], [0.5025, 1.6956, -1.2917], [-1.2152, 2.3922, 0.1578], [-2.5319, 2.1689, 0.7485], [-3.5019, 2.8481, 0.0458], [0.1574, -0.1041, 0.5040], [-0.5826, -1.3926, 0.2922], [-1.9187, -1.7477, 0.3720], [-2.6268, -1.2203, 1.7848], [-3.8182, -1.5770, 1.9522], [-4.5728, -2.4543, 1.1946], [-3.8805, -2.7866, -0.3686], [-2.4963, -2.5601, -0.4117], [1.5772, -0.2119, 0.5503], [2.2794, -1.4808, 0.1734], [3.6611, -1.3242, 0.1259], [4.5012, -2.4740, -0.2281], [5.8303, -2.4894, -0.2697], [4.3482, 0.1616, 0.4168], [3.5741, 1.0768, 0.5527], [2.1710, 0.9887, 1.0789], [1.2872, 2.0046, 1.1854], [1.6387, 3.4214, 1.1666], [-0.8255, -0.5736, -4.3276], [-1.1672, -1.6994, -3.0100], [0.2158, -0.5712, -2.9172], [-2.4609, 0.6071, -3.1775], [-1.0817, 1.4833, -3.1717], [-2.6895, 1.1623, 0.8866], [-2.4458, 2.4950, 1.7470], [-4.5694, 2.9657, 0.5475], [-3.4020, 4.0490, -0.0893], [-3.5635, 2.3243, -1.0721], [-0.2396, 0.1058, 1.5254], [-0.3157, -1.7393, -0.8882], [-1.9720, -0.5958, 2.2993], [-4.2519, -1.3820, 2.8741], [-5.6086, -2.8250, 1.3440], [-4.3677, -3.4407, -0.8468], [-2.0840, -3.1285, -1.3003], [1.8666, -2.2571, -0.0569], [6.1772, -3.5383, -0.5470], [6.1109, -1.5913, -1.1910], [6.0809, -2.0468, 0.6923], [5.2721, 0.1308, 0.2435], [3.9989, 1.8646, 0.9424], [0.9502, 3.8340, 1.3710], [2.0358, 3.5591, 0.3215], [2.3937, 3.4759, 1.8786]]
}